*P*
16
Properties=species:S:1:pos:R:3 method="wB97M-V/def2-TZVPD" charge=0 e_lumo_ev=0.75 gap_ev=9.453 smiles=CN(C)B1CC1 multiplicity=1
B -0.5228 0.1370 0.4053
C -1.9858 0.7556 0.3953
C -1.7906 -0.7895 0.5552
C 1.6648 1.3009 -0.1510
C 1.3444 -1.1729 -0.5071
N 0.7774 0.1333 -0.0771
H -2.5829 1.2360 1.2228
H -2.4801 0.9153 -0.6150
H -2.0616 -1.5480 -0.1867
H -2.1335 -1.3107 1.4251
H 2.3130 1.1290 -0.9816
H 1.0037 2.1746 -0.3578
H 2.1598 1.4288 0.7240
H 0.3633 -1.8232 -0.6413
H 1.9158 -1.0720 -1.4475
H 2.0152 -1.4941 0.2374


*Q*
16
Properties=species:S:1:pos:R:3 method="wB97M-V/def2-TZVPD" charge=0 e_lumo_ev=0.82 gap_ev=9.968 multiplicity=1
B -1.0934 1.0721 0.9601
C -0.7453 -0.4209 1.4349
C -0.4775 -1.1646 -0.3338
C 0.1689 0.1552 -0.9035
C 1.6445 0.0371 -0.6506
N -0.5695 1.2570 -0.3414
H -1.7186 1.9275 1.4705
H 0.2586 -0.6542 1.8424
H -1.5490 -0.9870 1.8753
H 0.1736 -1.9017 -0.0697
H -1.4871 -1.4423 -0.6202
H 0.0269 0.1108 -2.0532
H 1.9846 0.5091 0.2464
H 2.3533 0.5517 -1.2753
H 2.0164 -1.0540 -0.6704
H -0.9865 2.0041 -0.9115


Energies, relative to the best one, in kcal/mol: *P* 13.7; *Q* 0.0.


*P*
12
Properties=species:S:1:pos:R:3 method="wB97M-V/def2-TZVPD" charge=+1 e_lumo_ev=-6.01 gap_ev=10.368 multiplicity=1
C -2.6235 0.2804 -0.1844
C 0.0772 0.4552 0.7049
C 0.0501 -0.8490 -0.0829
C -1.3867 0.5921 -1.0840
O -2.9838 -0.1201 0.7850
O -0.8575 1.3487 0.0089
O -0.7816 -0.5878 -1.1851
H -0.3630 0.2682 1.6221
H 1.0373 1.1036 0.7601
H 0.9540 -1.3689 -0.4573
H -0.3526 -1.5571 0.6242
H -1.5018 1.2829 -1.9349


*Q*
12
Properties=species:S:1:pos:R:3 method="wB97M-V/def2-TZVPD" charge=+1 e_lumo_ev="-6.73 / -6.32" gap_ev="7.813 / 8.809" multiplicity=1
C 0.1311 -2.2459 1.4098
C -1.0930 -1.4934 1.0309
C -0.3723 0.5358 -0.0498
C 0.6809 2.1678 -1.4288
O 1.2309 -1.8664 1.1336
O -1.0032 -0.4420 0.3180
O 0.0390 0.9078 -1.1716
H -0.0868 -3.1650 1.9670
H -2.0839 -1.7969 1.3485
H 1.7601 2.0238 -1.3426
H 0.3516 2.9549 -0.7526
H 0.4456 2.4195 -2.4625


Energies, relative to the best one, in kcal/mol: *P* 0.0; *Q* 56.0.


*P*
19
Properties=species:S:1:pos:R:3 method="wB97M-V/def2-TZVPD" charge=0 e_lumo_ev=0.92 gap_ev=8.864 smiles="C1=C2CC[C@@H]3CS[C@]12C3" multiplicity=1
C -0.4456 -1.5475 0.3670
C -1.2420 -0.5302 -0.4304
C 0.8487 -1.2480 0.9992
C -0.2509 0.1871 -1.3390
C 1.4133 0.1247 0.4182
C -0.6871 1.8229 0.4245
C -1.4650 -2.0255 -0.2772
C 0.4491 1.0697 -0.3464
S -2.1663 0.7302 0.4175
H 0.6083 -0.9950 2.1073
H 1.7052 -1.9888 0.8418
H 0.4036 -0.4586 -1.7983
H -0.8249 0.7579 -2.1117
H 2.0125 0.5733 1.2908
H 2.2268 -0.0880 -0.2063
H -0.4442 2.0042 1.4617
H -1.0095 2.5845 -0.1817
H -2.1138 -2.8898 -0.7072
H 0.9817 1.9170 -0.9300


*Q*
19
Properties=species:S:1:pos:R:3 method="wB97M-V/def2-TZVPD" charge=0 e_lumo_ev=-0.26 gap_ev=8.301 smiles=C[C@]12CC#C[C@](C)(C1)S2 multiplicity=1
C 0.5077 -2.3873 0.4595
C 1.4671 -1.6214 0.4214
C -0.8585 -1.9567 0.1407
C 0.2537 0.3218 0.6090
C 1.5946 -0.2528 -0.0157
C -0.6572 -0.4324 -0.2977
C 2.7686 0.6388 -0.0714
C -2.0274 0.2537 -0.6755
S 0.4969 -0.2897 -1.8045
H -1.2508 -2.5002 -0.7089
H -1.5528 -2.0432 1.0710
H 0.2063 -0.0839 1.6551
H 0.2226 1.3367 0.7017
H 2.4720 1.7201 -0.3533
H 3.6081 0.1411 -0.5613
H 3.3000 0.7215 0.8684
H -1.9318 0.9069 -1.5717
H -2.3941 0.8923 0.1390
H -2.6789 -0.6487 -0.9077


Energies, relative to the best one, in kcal/mol: *P* 0.0; *Q* 40.0.


*P*
31
Properties=species:S:1:pos:R:3 method="wB97M-V/def2-TZVPD" charge=+1 e_lumo_ev="-6.50 / -5.58" gap_ev="5.514 / 6.824" multiplicity=1
C -2.8143 1.1620 -0.0215
C -1.5464 1.1054 -0.4991
C 3.1372 0.0532 0.4302
C 1.9955 -0.6126 -0.5925
C 3.1948 1.4764 0.4254
C 0.6525 -0.8928 0.1177
C -1.2078 1.8341 -1.7996
C -1.6167 -2.0616 -0.0617
C -0.8522 0.3489 2.2621
C -0.2887 -1.6252 -0.8169
P -0.1041 0.8093 0.6689
H -3.2020 0.6950 0.8259
H -3.6766 1.3350 -0.6786
H 3.0425 -0.4108 1.4715
H 3.9219 -0.5008 -0.0593
H 1.7162 -0.1417 -1.5584
H 2.4962 -1.5012 -0.7650
H 3.2130 1.9309 1.4041
H 3.4915 2.1191 -0.4033
H 0.8653 -1.4857 0.9999
H -0.6108 2.7248 -1.6122
H -2.1240 2.0625 -2.3236
H -0.5237 1.1599 -2.5569
H -1.3621 -2.6322 0.8680
H -2.1306 -2.6919 -0.7105
H -2.2893 -1.2619 0.2208
H -1.7509 0.9483 2.5672
H -0.0475 0.3694 3.0853
H -1.0610 -0.7353 1.9219
H -0.7407 -0.9784 -1.6106
H 0.2229 -2.6021 -1.1991


*Q*
31
Properties=species:S:1:pos:R:3 method="wB97M-V/def2-TZVPD" charge=+1 e_lumo_ev=-5.62 gap_ev=7.568 multiplicity=1
C 0.0352 -2.1929 0.5575
C 1.3532 -1.5073 0.9272
C -0.5944 -1.5152 -0.7265
C 1.7371 -0.2719 0.1192
C -0.6616 -0.1176 -0.6143
C 0.5511 0.4993 -0.2763
C 3.7136 1.2799 -0.2747
C -2.6590 1.9859 0.6039
C -3.7804 0.0113 -0.7294
C 2.8016 0.5943 0.7090
P -2.5213 0.2469 0.5875
H 0.0388 -3.2502 0.1451
H -0.6154 -2.1146 1.4221
H 1.2962 -1.1877 2.0198
H 2.1207 -2.2641 0.8133
H 0.0120 -1.7311 -1.6707
H -1.5926 -2.0078 -0.7235
H 2.0788 -0.6802 -0.8784
H -1.0859 0.3893 -1.5731
H 0.5462 1.5384 -0.3096
H 3.1247 1.8227 -1.0692
H 4.1608 0.4374 -0.8674
H 4.4344 1.9767 0.0557
H -3.1904 2.3555 -0.3277
H -1.6292 2.3642 0.6820
H -3.1529 2.4017 1.4663
H -4.3112 -0.9775 -0.7078
H -3.4331 0.1256 -1.7806
H -4.5134 0.6991 -0.4712
H 2.4083 1.2343 1.4528
H 3.3283 -0.1445 1.4392


Energies, relative to the best one, in kcal/mol: *P* 43.0; *Q* 0.0.


*P*
13
Properties=species:S:1:pos:R:3 method="wB97M-V/def2-TZVPD" charge=+1 e_lumo_ev=-4.94 gap_ev=8.822 smiles="N=[N+]=CC(N)N" multiplicity=1
C 0.6335 0.0623 0.5061
C -0.8763 -1.0160 0.5311
N -2.6982 0.1866 -0.3736
N -1.7830 -0.5413 -0.0767
N 1.1710 -0.6253 -0.5565
N 0.4060 1.4289 0.4900
H 0.9093 -0.3136 1.5330
H -0.8071 -2.0994 0.6732
H -3.1124 0.4304 -1.3080
H 0.9880 -0.2656 -1.4822
H 2.0898 -1.1022 -0.3629
H -0.1643 1.8782 1.1834
H 0.7184 2.1464 -0.2032


*Q*
13
Properties=species:S:1:pos:R:3 method="wB97M-V/def2-TZVPD" charge=+1 e_lumo_ev=-4.04 gap_ev=10.129 multiplicity=1
C 0.0261 1.3803 -0.0306
C 0.5209 -0.4534 -0.4421
N 0.9026 -0.7816 0.8460
N 0.6685 0.0247 1.7354
N 0.1727 1.1990 1.3684
N -0.7326 -1.2680 -0.7988
H 0.8399 2.0895 -0.3845
H -1.0529 1.4024 -0.3837
H 1.2335 -0.6621 -1.2280
H 0.4153 1.8594 2.0703
H -0.3392 -2.1821 -1.2751
H -1.3018 -1.0185 -1.5094
H -1.3528 -1.5895 0.0322


*R*
13
Properties=species:S:1:pos:R:3 method="wB97M-V/def2-TZVPD" charge=+1 e_lumo_ev=-3.45 gap_ev=10.266 smiles="N/C=N/[NH+]=C/N" multiplicity=1
C -1.7826 -0.3934 0.1137
C 1.7077 0.3856 0.0793
N -0.8318 0.2371 -0.4956
N -3.0087 0.2088 0.0574
N 2.9848 0.0942 0.0538
N 0.7218 -0.4235 -0.3180
H -1.7857 -1.2091 0.7649
H 1.2484 1.4506 0.1984
H -3.7715 -0.1071 0.5866
H -3.1641 1.0554 -0.5021
H 3.7559 0.7547 0.4940
H 3.0948 -0.8613 -0.1030
H 0.8312 -1.1919 -0.9294


*S*
13
Properties=species:S:1:pos:R:3 method="wB97M-V/def2-TZVPD" charge=+1 e_lumo_ev=-3.19 gap_ev=10.838 multiplicity=1
C -2.4054 0.3105 0.6761
C -2.2701 0.9265 -0.4258
N -1.5551 -0.3850 -0.3142
N 0.9161 -0.6646 0.0818
N 1.3738 0.4538 -0.0780
N 2.6477 0.5156 0.0329
H -2.7025 0.2023 1.7183
H -2.4264 1.6533 -1.2213
H -0.4737 -0.7064 0.0235
H 1.4178 -1.5248 0.2605
H -2.1118 -1.0281 -0.8675
H 3.2291 -0.2939 0.1945
H 3.0543 1.4074 0.3531


Energies, relative to the best one, in kcal/mol: *P* 48.7; *Q* 45.2; *R* 0.0; *S* 74.5.


*P*
13
Properties=species:S:1:pos:R:3 method="wB97M-V/def2-TZVPD" charge=-1 e_lumo_ev=3.21 gap_ev=5.966 multiplicity=1
C 0.0491 1.5804 -0.5140
C -2.7737 0.7009 0.3520
C 0.5216 0.4744 0.1464
C -2.4463 -0.5526 0.2412
C 2.2193 -1.1002 0.0853
O 1.9203 0.1778 -0.1291
S -1.8292 -1.9788 -0.0773
S -1.5714 2.1083 -0.0462
H 0.3501 2.0755 -1.3613
H -3.5657 0.9989 1.0419
H 1.4034 -1.6978 0.3450
H 3.1074 -1.1977 0.8485
H 2.6149 -1.5891 -0.9325


*Q*
13
Properties=species:S:1:pos:R:3 method="wB97M-V/def2-TZVPD" charge=-1 e_lumo_ev=3.49 gap_ev=6.360 multiplicity=1
C 0.4335 1.8351 0.0220
C -2.1036 0.8576 0.0236
C 0.5765 0.5804 -0.2578
C -1.5341 -0.3111 -0.1058
C 1.5459 -1.5093 0.0716
O 1.6671 -0.1974 -0.3629
S -1.7046 -1.8831 -0.4788
S -1.2808 2.3639 0.4198
H 1.1070 2.7695 -0.0588
H -3.1445 1.0376 0.0129
H 2.0511 -2.1130 -0.5474
H 0.4333 -1.8612 0.1182
H 1.9534 -1.5690 1.1435


Energies, relative to the best one, in kcal/mol: *P* 25.8; *Q* 0.0.